Here is C5H8N2S as an isolated structure in a non-equilibrium geometry from OMol25. Energies are from the ωB97M-V functional and the def2-TZVPD basis.

Output
frontier orbital gap	8.3	eV
relative energy (zero: lowest compared OMol25 entry of this formula, charge and spin)	9.9586	eV
multiplicity	1
E_HOMO	-8.11	eV
energy	-702.66405	hartree
charge	0
LUMO	0.17	eV

Last column: Löwdin charge in e.
Cartesian coordinates (Å):
C -2.80486 -0.74605 0.04433  -0.25
C -1.29367 1.01757 -0.09877  -0.27
C 2.30702 -0.84292 0.12876  -0.43
C 2.20695 0.67103 -0.13757  -0.24
C 1.09781 1.48671 -0.03073  -0.15
H -3.96286 -0.80261 1.31682  0.16
H -3.50515 -1.11373 -1.44139  0.18
H -1.73315 -1.55711 0.38674  0.04
H -1.08281 2.03525 -0.32649  0.10
H 2.89052 -1.49199 -0.55441  0.07
H 2.43464 -1.05536 1.31948  0.12
H 3.10090 1.45216 0.08979  0.13
H 0.91367 2.55188 -0.10433  0.12
N -2.42153 0.60601 0.00366  -0.11
N 0.07058 0.55965 0.30198  -0.35
S 0.52009 -1.10601 -0.14136  0.88